DFT (ωB97M-V/def2-TZVPD) results for a 17-piece molecular cluster, C86H192N17O21 overall at a distorted geometry.

Charge: +3
Total energy, Ha: -5901.1734
HOMO energy, eV: -13.3139
LUMO energy, eV: -4.25
Kohn-Sham gap, eV: 9.066

The geometry in XYZ format:
```
316
C86H192N17O21 (ωB97M-V/def2-TZVPD)
C -1.09 -9.09 -1.81
C -1.85 -8.10 -2.74
C -1.49 -6.70 -2.23
N -1.77 -5.47 -3.11
C -3.27 -5.48 -3.30
C -1.32 -4.24 -2.37
C 0.02 -3.82 -2.96
C -0.12 -4.26 -4.47
C -1.00 -5.56 -4.42
H -1.51 -10.08 -1.94
H -1.29 -8.79 -0.78
H -0.01 -9.10 -1.98
H -2.93 -8.22 -2.54
H -1.61 -8.18 -3.82
H -0.45 -6.54 -2.02
H -2.08 -6.59 -1.29
H -3.64 -5.30 -2.30
H -3.47 -6.39 -3.83
H -3.51 -4.64 -3.96
H -2.09 -3.55 -2.68
H -1.34 -4.49 -1.30
H 0.13 -2.73 -2.80
H 0.86 -4.32 -2.51
H -0.52 -3.42 -5.06
H 0.85 -4.57 -4.85
H -1.66 -5.77 -5.22
H -0.32 -6.40 -4.36
C -0.46 3.49 -3.26
C -0.39 4.64 -2.25
C -1.22 5.83 -2.65
N -0.86 7.13 -1.95
C 0.42 7.67 -2.57
C -0.68 6.96 -0.43
C -1.90 7.63 0.22
C -2.88 7.80 -0.98
C -1.93 8.13 -2.14
H 0.13 2.69 -2.82
H 0.06 3.82 -4.13
H -1.50 3.18 -3.41
H 0.66 4.94 -2.14
H -0.68 4.25 -1.26
H -2.26 5.63 -2.49
H -1.11 6.17 -3.71
H 1.23 6.96 -2.35
H 0.69 8.66 -2.19
H 0.33 7.72 -3.69
H 0.21 7.45 -0.07
H -0.65 5.92 -0.14
H -1.76 8.66 0.56
H -2.28 7.03 1.06
H -3.54 8.69 -0.88
H -3.53 6.91 -1.08
H -1.53 9.13 -2.08
H -2.40 8.03 -3.11
C 3.66 -2.57 -4.63
C 4.39 -2.96 -3.32
C 4.01 -4.35 -2.78
N 4.85 -4.75 -1.64
C 6.26 -4.93 -2.06
C 4.35 -6.16 -1.19
C 4.66 -6.32 0.30
C 4.59 -4.88 0.82
C 4.72 -3.92 -0.31
H 2.59 -2.75 -4.51
H 4.02 -3.10 -5.53
H 3.88 -1.52 -4.87
H 3.99 -2.28 -2.56
H 5.48 -2.87 -3.43
H 4.02 -5.17 -3.50
H 3.00 -4.33 -2.35
H 6.89 -5.36 -1.31
H 6.71 -3.94 -2.23
H 6.31 -5.46 -3.00
H 4.80 -6.90 -1.85
H 3.27 -6.15 -1.33
H 5.60 -6.80 0.59
H 3.87 -6.96 0.73
H 5.40 -4.67 1.54
H 3.65 -4.72 1.33
H 5.57 -3.27 -0.14
H 3.83 -3.32 -0.38
C -6.39 5.77 5.16
C -5.11 5.35 4.34
C -4.01 4.54 5.11
N -2.88 4.13 4.22
C -3.40 3.09 3.22
C -2.19 5.27 3.54
C -0.84 4.72 3.03
C -0.55 3.52 3.97
C -1.74 3.44 4.95
H -7.02 6.45 4.59
H -6.09 6.29 6.09
H -6.92 4.91 5.52
H -4.64 6.19 3.85
H -5.56 4.68 3.59
H -4.46 3.65 5.53
H -3.55 5.18 5.86
H -4.19 2.47 3.64
H -2.57 2.47 2.88
H -3.70 3.61 2.29
H -2.87 5.72 2.81
H -2.06 6.01 4.34
H -0.99 4.38 2.01
H -0.03 5.43 3.10
H -0.43 2.58 3.45
H 0.30 3.58 4.64
H -2.05 2.48 5.35
H -1.48 4.14 5.78
C 2.35 5.33 -4.98
C 2.75 3.81 -4.89
C 3.37 3.52 -3.51
N 3.92 2.13 -3.31
C 2.70 1.12 -3.29
C 4.62 1.97 -2.04
C 5.50 0.67 -2.24
C 6.04 0.78 -3.68
C 4.93 1.72 -4.33
H 1.80 5.54 -5.92
H 3.24 5.98 -4.95
H 1.62 5.61 -4.22
H 3.48 3.56 -5.67
H 1.89 3.12 -5.04
H 2.65 3.74 -2.75
H 4.22 4.18 -3.37
H 1.91 1.44 -2.62
H 3.09 0.17 -2.98
H 2.31 0.92 -4.26
H 3.86 1.85 -1.27
H 5.24 2.86 -1.84
H 4.84 -0.18 -2.11
H 6.24 0.50 -1.45
H 6.07 -0.24 -4.10
H 7.04 1.21 -3.82
H 4.49 1.20 -5.18
H 5.51 2.53 -4.76
C -1.46 0.09 -2.88
C -0.32 -0.08 -1.88
C -0.80 -0.71 -0.58
N -0.19 -0.23 0.70
C -0.63 1.13 0.96
C -0.58 -1.23 1.78
C 0.23 -2.46 1.38
C 1.54 -1.86 0.79
C 1.32 -0.33 0.72
H -1.96 -0.80 -3.16
H -1.04 0.64 -3.74
H -2.18 0.75 -2.42
H 0.02 0.91 -1.56
H 0.54 -0.57 -2.28
H -0.82 -1.81 -0.60
H -1.85 -0.40 -0.51
H -1.71 1.24 0.85
H -0.29 1.79 0.16
H -0.24 1.52 1.87
H -0.25 -0.76 2.72
H -1.63 -1.37 1.77
H 0.43 -3.16 2.18
H -0.28 -3.08 0.65
H 2.43 -1.99 1.41
H 1.74 -2.33 -0.19
H 1.63 0.21 1.63
H 1.66 0.22 -0.14
C -0.67 1.87 -6.78
C -2.14 2.21 -6.75
C -2.89 1.43 -5.73
N -4.42 1.42 -5.81
C -4.95 2.74 -5.44
C -5.00 0.41 -4.80
C -6.29 -0.13 -5.39
C -6.30 0.30 -6.87
C -4.90 0.92 -7.13
H -0.11 2.18 -5.88
H -0.12 2.40 -7.53
H -0.41 0.80 -6.96
H -2.56 2.01 -7.74
H -2.15 3.29 -6.57
H -2.65 1.71 -4.70
H -2.65 0.38 -5.69
H -4.86 3.48 -6.24
H -4.47 3.11 -4.51
H -5.99 2.55 -5.21
H -5.00 0.94 -3.83
H -4.33 -0.44 -4.75
H -7.21 0.25 -4.91
H -6.32 -1.23 -5.21
H -7.10 1.03 -7.02
H -6.49 -0.51 -7.59
H -4.96 1.78 -7.80
H -4.09 0.31 -7.53
C -4.82 -2.27 -2.20
C -5.17 -1.00 -1.33
C -5.22 -1.40 0.17
N -5.88 -0.43 1.15
C -5.69 -1.01 2.54
C -7.29 -0.22 0.91
C -7.59 1.29 1.15
C -6.33 1.83 0.48
C -5.24 0.93 1.02
H -3.75 -2.49 -2.13
H -5.14 -2.15 -3.24
H -5.25 -3.18 -1.77
H -6.13 -0.68 -1.68
H -4.49 -0.17 -1.56
H -4.27 -1.65 0.64
H -5.81 -2.31 0.26
H -6.42 -0.60 3.24
H -4.65 -0.83 2.81
H -5.88 -2.08 2.41
H -7.83 -0.87 1.57
H -7.56 -0.46 -0.11
H -7.64 1.59 2.21
H -8.52 1.46 0.62
H -6.14 2.87 0.75
H -6.47 1.78 -0.61
H -5.03 1.31 2.01
H -4.34 0.94 0.42
C 2.86 -2.66 4.31
C 2.82 -3.04 5.81
C 1.35 -3.11 6.27
C 0.57 -4.08 5.43
N -0.91 -4.19 5.82
C -1.77 -2.99 5.47
C -1.99 -3.05 4.01
C -1.87 -4.53 3.63
C -1.58 -5.27 4.94
C -1.03 -4.40 7.32
C -0.28 -5.51 8.00
C -0.48 -5.28 9.49
H 3.81 -2.30 3.97
H 2.13 -1.86 4.16
H 2.55 -3.43 3.60
H 3.28 -2.26 6.38
H 3.43 -3.93 6.03
H 0.91 -2.11 6.14
H 1.29 -3.29 7.34
H 0.99 -5.06 5.68
H 0.63 -3.94 4.36
H -2.66 -3.05 6.08
H -1.25 -2.09 5.77
H -2.92 -2.58 3.73
H -1.17 -2.46 3.60
H -2.81 -4.84 3.16
H -1.06 -4.67 2.91
H -2.50 -5.58 5.47
H -0.89 -6.11 4.99
H -2.09 -4.53 7.55
H -0.72 -3.46 7.80
H 0.81 -5.43 7.80
H -0.53 -6.53 7.72
H -1.53 -5.14 9.78
H 0.04 -4.38 9.76
H -0.08 -6.16 10.04
C 9.27 -0.46 3.87
C 8.40 0.76 4.19
C 7.11 0.81 3.43
C 6.16 1.93 3.97
N 4.98 2.27 3.19
C 4.24 3.40 3.81
C 3.19 2.76 4.69
C 2.66 1.65 3.83
C 3.94 1.10 3.22
C 5.34 2.54 1.76
C 6.17 3.88 1.54
C 6.30 4.18 0.05
H 8.83 -1.42 4.15
H 10.23 -0.31 4.33
H 9.45 -0.48 2.79
H 8.97 1.65 4.02
H 8.18 0.82 5.29
H 6.64 -0.15 3.52
H 7.31 0.96 2.40
H 6.83 2.78 3.97
H 5.78 1.57 4.97
H 3.70 3.88 2.96
H 4.94 4.15 4.21
H 2.40 3.40 5.01
H 3.58 2.30 5.58
H 1.96 2.10 3.11
H 2.21 0.94 4.48
H 3.85 0.67 2.22
H 4.42 0.35 3.87
H 4.41 2.68 1.24
H 5.95 1.68 1.49
H 7.19 3.84 1.96
H 5.57 4.70 1.98
H 6.84 3.41 -0.52
H 6.93 5.07 0.02
H 5.35 4.44 -0.42
N 1.97 3.63 -0.17
O 2.49 4.67 -0.69
O 1.95 3.51 1.07
O 1.70 2.66 -1.00
N -3.46 -3.97 0.68
O -3.20 -4.91 -0.10
O -2.72 -2.89 0.59
O -4.46 -3.97 1.51
N -3.07 -2.51 -5.85
O -3.70 -1.89 -6.78
O -2.77 -3.73 -5.91
O -2.75 -1.81 -4.76
N 1.37 -5.56 0.31
O 1.10 -6.71 -0.17
O 1.64 -4.57 -0.54
O 1.53 -5.35 1.56
N -2.34 0.39 4.02
O -3.13 0.58 5.00
O -2.79 0.31 2.84
O -1.08 0.55 4.17
N -3.18 3.54 -1.15
O -3.39 3.93 -2.34
O -2.87 4.33 -0.21
O -3.29 2.30 -0.94
N 4.95 -0.53 0.81
O 4.84 -1.41 1.69
O 3.92 0.15 0.38
O 6.11 -0.09 0.47
```

These are the Mulliken partial charges, in e, on atoms 1 to 2: number 1, C, carries -1.3015; number 2, C, carries -0.5015